1.
{
  "formula": "C4H7N3O2",
  "method": "ωB97M-V with the def2-TZVPD basis set",
  "smiles": "O/N=C/N=C\\C=C\\NO",
  "total_charge": 0,
  "gap_ev": 9.18,
  "total_energy_ha": -471.184921,
  "relative_energy_ev": 5.935,
  "e_lumo_ev": 0.59,
  "elements": ["C", "C", "C", "C", "H", "H", "H", "H", "H", "H", "H", "N", "N", "N", "O", "O"],
  "coordinates": [[-1.895, 0.552, -0.152], [-0.569, 0.438, 0.295], [0.324, 1.594, 0.036], [2.397, 0.404, 0.171], [-2.482, -2.201, -0.391], [-3.842, -0.113, 0.079], [-2.286, 1.529, -0.707], [-0.106, -0.437, 0.739], [-0.083, 2.638, -0.061], [3.057, 0.651, 0.984], [3.504, -2.270, -0.586], [-2.883, -0.368, -0.317], [1.612, 1.515, -0.028], [2.336, -0.733, -0.462], [-2.512, -1.616, 0.337], [3.429, -1.584, 0.064]],
  "atomic_forces_ev_per_a": [[2.0, 2.7, -0.7], [-2.5, 1.3, -1.2], [0.8, -0.4, 0.2], [-0.7, -1.5, -0.3], [0.1, -1.2, -1.2], [1.9, -0.2, -0.8], [1.2, -1.7, 1.5], [-0.4, 0.0, -0.3], [0.1, -1.2, -0.2], [0.9, -0.7, 0.2], [-0.2, -0.5, -0.7], [-1.3, -1.7, 1.7], [-1.5, 0.7, -0.5], [1.4, 1.0, 1.3], [-0.6, 1.9, 0.7], [-1.2, 1.6, 0.2]]
}

---

2.
{
  "formula": "C4H7N3O2",
  "method": "ωB97M-V with the def2-TZVPD basis set",
  "smiles": "NC(=O)N/C=C\\NC=O",
  "total_charge": 0,
  "gap_ev": 9.38,
  "total_energy_ha": -471.350181,
  "relative_energy_ev": 1.438,
  "e_lumo_ev": 0.51,
  "elements": ["C", "C", "C", "C", "H", "H", "H", "H", "H", "H", "H", "N", "N", "N", "O", "O"],
  "coordinates": [[0.378, 1.415, 0.763], [1.672, -0.164, -0.581], [0.974, -1.290, -0.792], [-1.500, -0.885, -0.695], [1.007, -0.252, 1.624], [-0.362, 0.504, 2.472], [1.475, 1.886, -0.971], [2.724, -0.204, -0.660], [1.531, -2.230, -0.761], [-0.526, -2.500, -0.350], [-1.608, 0.234, -0.970], [0.309, 0.411, 1.584], [1.190, 1.168, -0.352], [-0.308, -1.550, -0.538], [-0.166, 2.519, 0.827], [-2.549, -1.532, -0.503]],
  "atomic_forces_ev_per_a": [[0.5, 4.1, -3.3], [-0.3, 1.2, -1.0], [2.6, 0.3, 1.4], [-2.9, 0.1, 0.3], [1.5, -1.6, 0.0], [2.3, -0.1, -3.0], [-0.1, 0.8, -0.1], [1.0, -0.3, -0.3], [0.2, 0.5, -0.5], [-0.2, -0.8, 0.1], [1.0, -1.7, 0.4], [-4.4, -0.2, 5.3], [-0.4, -2.8, 0.9], [-2.9, 0.3, -0.5], [-0.1, -1.1, 0.7], [2.1, 1.4, -0.4]]
}

---

3.
{
  "formula": "C4H7N3O2P",
  "method": "ωB97M-V with the def2-TZVPD basis set",
  "smiles": "N=P(O)(O)[n+]1ccccn1",
  "total_charge": 1,
  "gap_ev": 6.74,
  "total_energy_ha": -812.253327,
  "relative_energy_ev": 1.908,
  "e_lumo_ev": -6.16,
  "elements": ["N", "P", "O", "O", "N", "C", "C", "C", "C", "N", "H", "H", "H", "H", "H", "H", "H"],
  "coordinates": [[2.224, -0.033, 1.577], [1.814, -0.511, 0.060], [1.965, -2.257, -0.035], [2.896, 0.324, -1.063], [0.091, 0.052, -0.151], [-0.932, -0.951, 0.084], [-2.511, -0.650, 0.001], [-2.734, 0.918, -0.369], [-1.379, 1.734, -0.601], [0.026, 1.341, -0.500], [3.029, 0.633, 1.551], [1.522, -2.577, 0.817], [3.276, 1.141, -0.584], [-0.611, -2.059, 0.354], [-3.362, -1.417, 0.214], [-3.780, 1.428, -0.468], [-1.532, 2.885, -0.887]],
  "atomic_forces_ev_per_a": [[-1.1, -0.7, -3.7], [6.1, 1.6, 4.4], [-2.1, 3.6, 0.2], [-2.5, -1.3, 1.7], [-1.7, -3.8, -0.4], [-2.8, 1.3, -0.4], [3.7, 4.8, -0.8], [3.9, -3.2, 0.6], [-0.4, 0.2, 0.2], [-6.6, -0.6, 0.2], [-0.9, -0.9, 0.2], [1.1, 0.6, -1.2], [-1.1, -1.8, -0.7], [-0.4, 2.8, -0.8], [1.9, 1.5, -0.5], [2.3, -1.0, 0.2], [0.6, -2.9, 0.7]]
}

---

4.
{
  "formula": "C4H7N3OS2",
  "method": "ωB97M-V with the def2-TZVPD basis set",
  "spin_multiplicity": 3,
  "total_charge": 0,
  "gap_ev": [8.79, 6.61],
  "total_energy_ha": -1192.297666,
  "e_lumo_ev": [0.68, -1.44],
  "elements": ["C", "C", "C", "C", "N", "N", "N", "O", "S", "S", "H", "H", "H", "H", "H", "H", "H"],
  "coordinates": [[-0.338, 0.082, -1.466], [-0.854, -1.279, -0.989], [0.618, 0.785, -0.737], [2.168, 0.918, 0.997], [-2.114, -0.757, 0.999], [-2.054, -1.060, -0.310], [-1.067, -0.330, 1.563], [1.158, 0.223, 0.280], [-0.565, 0.138, 2.973], [-1.241, 0.802, -2.703], [-0.998, -1.961, -1.794], [-0.251, -1.767, -0.324], [0.771, 1.756, -1.158], [2.061, 0.969, 2.134], [2.519, 1.861, 0.556], [3.128, 0.417, 0.811], [-2.942, -0.798, -0.832]],
  "atomic_forces_ev_per_a": [[-0.1, -0.3, 0.1], [0.1, 2.0, -1.5], [-2.4, -0.7, -2.7], [2.5, 0.1, 0.8], [0.8, 1.6, 1.2], [-3.3, -0.3, 0.2], [-1.8, -1.3, -2.2], [1.6, 0.3, 1.7], [-0.1, 0.0, 0.8], [0.6, 0.1, 0.2], [-0.3, -0.3, -0.9], [2.1, -1.0, 1.8], [0.9, 0.9, 0.6], [-0.6, -0.1, -1.9], [-1.3, 0.4, 0.1], [-0.4, -0.8, 0.3], [1.8, -0.6, 1.2]]
}

---

5.
{
  "formula": "C4H7N3P",
  "method": "ωB97M-V with the def2-TZVPD basis set",
  "smiles": "N#CC1=NC[C@@H]([NH3+])P1",
  "total_charge": 1,
  "gap_ev": 10.24,
  "total_energy_ha": -661.900764,
  "relative_energy_ev": 0.000,
  "e_lumo_ev": -4.27,
  "elements": ["C", "C", "C", "C", "N", "N", "N", "P", "H", "H", "H", "H", "H", "H", "H"],
  "coordinates": [[-3.118, 0.151, 0.311], [-1.667, 0.122, -0.110], [0.324, 1.129, -0.701], [0.783, -0.348, -0.524], [-4.237, 0.166, 0.607], [-1.120, 1.234, -0.295], [1.744, -0.402, 0.614], [-0.726, -1.443, -0.269], [0.870, 1.759, 0.029], [0.339, 1.365, -1.838], [1.381, -0.613, -1.428], [2.526, 0.179, 0.460], [2.089, -1.397, 0.640], [1.177, -0.350, 1.454], [-0.363, -1.553, 1.051]],
  "atomic_forces_ev_per_a": [[0.4, -0.3, -0.4], [-2.4, 0.4, 1.3], [-1.9, -0.6, -0.7], [0.5, 0.7, -2.0], [1.3, -0.1, -0.3], [1.5, 0.5, -0.7], [-1.2, -4.0, -0.3], [0.4, -0.1, -1.2], [0.0, 0.3, -1.1], [0.4, 0.3, 2.2], [-0.5, -0.1, 0.7], [1.1, 1.3, 0.5], [0.1, 1.1, 0.1], [0.5, 1.0, 0.7], [-0.3, -0.3, 1.2]]
}

---

6.
{
  "formula": "C4H7N3S",
  "method": "ωB97M-V with the def2-TZVPD basis set",
  "total_charge": 0,
  "gap_ev": 9.44,
  "total_energy_ha": -718.937572,
  "relative_energy_ev": 4.490,
  "e_lumo_ev": 0.80,
  "elements": ["C", "C", "C", "C", "H", "H", "H", "H", "H", "H", "H", "N", "N", "N", "S"],
  "coordinates": [[2.442, -0.809, 0.467], [-0.386, 0.379, -0.238], [-1.676, 1.075, -0.088], [-2.650, -0.023, 0.036], [2.369, 0.074, 1.297], [1.762, -1.467, 0.927], [3.467, -1.226, 0.060], [2.593, 0.361, -1.201], [-1.598, 1.771, 0.776], [-1.848, 1.644, -0.983], [-3.615, 0.385, 0.487], [1.739, -0.260, -0.762], [0.846, 0.775, -0.310], [-2.534, -1.254, -0.086], [-0.910, -1.424, -0.380]],
  "atomic_forces_ev_per_a": [[0.5, 2.7, -0.3], [2.4, -2.2, -0.6], [1.9, 0.2, 0.9], [-5.6, 3.6, 2.7], [1.4, -1.8, -1.9], [-0.3, -1.7, 0.3], [-2.1, 0.8, 1.6], [-2.9, -1.9, 1.1], [-0.7, -0.4, -0.4], [-0.3, 0.5, -0.5], [0.6, -0.8, -1.0], [3.5, 2.0, -0.1], [-2.8, -0.3, -0.6], [1.0, 0.1, -0.1], [3.3, -0.8, -1.0]]
}

---

7.
{
  "formula": "C4H7N4",
  "method": "ωB97M-V with the def2-TZVPD basis set",
  "smiles": "CN1C=[NH+][C@H]2N=C2N1",
  "total_charge": 1,
  "gap_ev": 9.58,
  "total_energy_ha": -375.219062,
  "relative_energy_ev": 4.992,
  "e_lumo_ev": -4.06,
  "elements": ["C", "C", "C", "C", "N", "N", "N", "N", "H", "H", "H", "H", "H", "H", "H"],
  "coordinates": [[-0.632, 0.711, 1.534], [0.489, 0.434, -0.795], [0.329, 1.691, 1.128], [-0.236, -1.810, -0.993], [-1.059, 1.924, 1.646], [-0.517, -0.529, 1.120], [0.107, -0.673, -0.207], [0.387, 1.640, -0.322], [0.734, 0.316, -1.843], [1.199, 1.880, 1.714], [-0.071, -1.699, -2.035], [0.389, -2.801, -0.902], [-1.239, -2.099, -0.934], [-0.841, -1.370, 1.707], [0.959, 2.384, -0.818]],
  "atomic_forces_ev_per_a": [[1.1, 3.1, -1.0], [-0.5, -0.9, -1.6], [-1.5, 0.4, -0.4], [2.0, -3.8, -0.5], [0.0, -1.6, 1.2], [-1.4, -4.3, 0.6], [-0.4, 0.8, 2.2], [2.8, 2.2, 0.3], [0.3, -0.1, 0.0], [0.6, 0.5, -0.1], [0.2, 1.2, -1.0], [-0.9, 2.0, 1.0], [-1.7, -0.1, 0.6], [0.7, 1.4, -2.1], [-1.3, -1.1, 0.6]]
}

---

8.
{
  "formula": "C4H7N4",
  "method": "ωB97M-V with the def2-TZVPD basis set",
  "total_charge": 1,
  "gap_ev": 8.42,
  "total_energy_ha": -375.244082,
  "relative_energy_ev": 4.311,
  "e_lumo_ev": -4.40,
  "elements": ["C", "C", "C", "C", "N", "N", "N", "N", "H", "H", "H", "H", "H", "H", "H"],
  "coordinates": [[2.187, -0.962, -2.498], [1.995, -2.287, -2.723], [-0.723, 1.486, 1.316], [1.113, -0.127, -1.662], [1.354, 0.155, -2.852], [1.810, -3.402, -2.926], [-1.644, 1.523, 2.348], [-0.617, 0.400, 0.617], [3.231, -0.735, -2.385], [-0.139, 2.386, 0.992], [1.625, -4.237, -2.482], [-1.882, 2.372, 2.971], [-2.086, 0.682, 2.677], [0.551, 0.149, -0.717], [-1.195, -0.406, 0.812]],
  "atomic_forces_ev_per_a": [[1.6, 0.3, 2.0], [-1.0, 0.2, -0.3], [-1.8, -1.6, 0.3], [1.3, 0.0, -2.8], [-2.3, 1.1, 0.6], [0.4, 0.9, -0.9], [0.3, 3.0, 1.1], [1.7, 1.2, -0.9], [0.5, 0.1, 0.1], [-0.7, -0.8, 0.8], [-0.5, -2.3, 0.8], [1.0, -1.9, -1.8], [0.1, -0.2, -0.3], [-0.4, -0.2, 0.6], [-0.3, 0.3, 0.6]]
}

---

9.
{
  "formula": "C4H7N4",
  "method": "ωB97M-V with the def2-TZVPD basis set",
  "total_charge": 1,
  "gap_ev": 9.67,
  "total_energy_ha": -375.341152,
  "relative_energy_ev": 1.670,
  "e_lumo_ev": -2.94,
  "elements": ["C", "C", "C", "C", "N", "N", "N", "N", "H", "H", "H", "H", "H", "H", "H"],
  "coordinates": [[-0.438, -3.429, -0.306], [-0.220, -2.099, -0.248], [-0.360, -4.277, 0.784], [0.198, 1.756, -0.444], [-0.283, -4.888, 1.800], [0.334, 3.010, -0.854], [-0.101, -0.928, -0.122], [-0.316, 1.552, 0.755], [-0.750, -3.933, -1.241], [-0.920, -5.041, 2.453], [0.802, 3.166, -1.841], [0.043, 3.752, -0.247], [0.254, 0.752, -1.057], [-0.638, 2.261, 1.406], [-0.369, 0.582, 1.051]],
  "atomic_forces_ev_per_a": [[-0.5, -4.9, 0.3], [0.5, 5.2, 1.0], [-0.4, 2.1, -0.6], [-1.7, -0.3, 0.4], [3.7, 0.9, -4.3], [1.9, -1.4, -3.6], [-0.2, -3.9, -0.6], [0.4, -0.4, -0.1], [0.3, 0.6, 0.5], [-3.5, -1.0, 3.6], [-1.6, 0.0, 3.0], [0.2, 0.5, -0.1], [0.7, 2.4, 1.0], [0.4, 0.0, -0.3], [-0.2, 0.1, -0.2]]
}